[1]
A cluster of 2 separate species, C4H8N2O2 in total. Source: the Open Molecules 2025 dataset; level of theory: ωB97M-V/def2-TZVPD.

```
16
Properties=species:S:1:pos:R:3:forces:R:3:lowdin_charge:R:1
C -1.685335 1.548325 0.183746 -0.5 -0.4 0.5 0.036
C -0.509768 1.099202 0.517704 2.0 2.0 -0.1 -0.106
N 0.719855 0.935161 0.557560 -1.8 -0.7 -0.1 -0.050
N 1.585502 1.254008 1.584691 0.0 0.5 0.7 0.062
H -2.576215 1.226399 0.699033 -0.1 -0.3 -0.2 0.061
H -1.787746 2.341919 -0.536942 0.2 0.2 0.0 0.064
H 2.098161 2.104323 1.371568 0.0 -0.2 -0.1 0.096
H 2.218441 0.458358 1.678616 0.1 0.2 -0.4 0.077
C -0.976810 -1.723687 -0.939514 -0.4 -0.1 -0.2 -0.121
O 0.006453 -1.394609 0.015049 1.6 -0.1 0.1 -0.164
C 1.271017 -0.820153 -0.378422 -1.4 -1.6 -0.6 -0.389
O 2.294787 -1.107197 0.186505 -0.5 0.2 0.0 0.032
H -0.711683 -2.596525 -1.545240 0.1 0.0 0.1 0.084
H -1.875553 -1.970273 -0.354650 0.3 0.0 -0.2 0.094
H -1.258647 -0.913170 -1.623630 0.3 0.1 0.2 0.078
H 1.187541 -0.442082 -1.416076 0.2 0.1 0.3 0.145
```
Forces are in eV/Å.

## Properties
- relative energy (zero: lowest compared OMol25 entry of this formula, charge and spin) (kJ/mol) = 500.8
- largest force on an atom (eV/Å) = 2.8
- energy (eV) = -11348.922
- lowest unoccupied orbital energy (eV) = 0.63
- frontier orbital gap (eV) = 9.59
- SMILES = C=C=NN.COC=O
- HOMO level (eV) = -9.0


[2]
A structure of composition C10H28ClI2OP2Ru. Source: the Open Molecules 2025 dataset; level of theory: ωB97M-V/def2-TZVPD.

```
45
Properties=species:S:1:pos:R:3:forces:R:3:lowdin_spin:R:1
I -0.089717 0.445449 -4.147578 0.0 0.1 1.0 0.861
I -0.038356 2.695173 -0.740941 0.3 -0.4 -0.7 0.805
Ru -0.010401 0.192547 -1.511293 -0.7 -0.8 -0.8 1.268
P -2.225623 -0.077166 -1.085846 -4.5 -0.7 1.0 0.177
C -3.029925 1.077293 0.070812 0.3 0.5 0.0 0.030
C -3.147682 0.126101 -2.640465 0.4 0.1 -0.6 0.068
H -4.177666 -0.231222 -2.478826 0.3 0.2 0.0 0.011
H -3.976986 -1.688745 -0.702671 0.2 0.2 0.0 0.003
H -2.663584 -0.467203 -3.427642 -0.5 0.1 0.2 0.003
H -2.408600 -2.503658 -0.997855 -0.3 0.1 0.2 0.005
H -2.541641 2.060224 0.005939 -0.5 -0.3 0.2 0.008
H -3.139480 1.184439 -2.925647 -0.1 -0.2 -0.1 0.000
C -2.900775 -1.671150 -0.483855 0.7 -0.3 0.1 0.017
H -4.081694 1.178834 -0.231442 0.2 -0.1 0.0 0.005
H -2.757886 -1.761626 0.599247 -0.1 0.0 -0.3 0.000
H -2.962454 0.687116 1.093035 0.0 0.2 -0.3 0.000
P 2.186818 -0.039598 -1.175452 5.1 -0.9 0.9 0.157
C 3.046104 1.075225 -0.018705 -0.6 0.4 0.1 0.023
C 2.923642 -1.643753 -0.677786 -0.7 -0.3 0.1 0.015
H 2.524497 -0.337527 -3.534476 0.5 0.0 0.1 0.003
H 4.075772 -0.030197 -2.674340 -0.2 0.0 0.1 0.011
H 2.935880 1.310113 -3.013193 0.1 0.0 -0.1 0.000
C 3.021336 0.254035 -2.757410 -0.5 0.1 -0.6 0.064
H 2.582734 -2.431942 -1.355444 0.2 0.1 0.1 0.004
H 4.016016 -1.564396 -0.740592 -0.2 0.3 0.0 0.002
H 4.122686 1.021314 -0.217225 -0.2 -0.1 -0.1 0.004
H 2.865331 0.782879 1.021069 0.0 0.0 -0.2 0.000
H 2.650324 -1.912250 0.348989 0.0 0.0 -0.2 0.000
H 2.704742 2.103008 -0.173748 0.3 -0.1 0.1 0.006
Cl -0.001968 -2.199887 -1.792202 0.0 1.9 -0.6 0.247
C -0.922194 1.847594 3.200781 0.1 0.4 0.3 0.017
C 0.127564 1.272795 2.282881 -0.7 -0.5 0.2 0.089
O -0.491599 0.283525 1.452580 0.5 1.0 -0.5 0.012
C -0.059431 -1.062923 1.511345 0.1 -1.0 -0.2 0.013
C 0.955455 -1.410409 2.576418 -0.2 -0.3 -0.3 0.003
H -1.829425 2.136211 2.656032 0.2 -0.1 0.1 0.001
H -0.525146 2.751352 3.674428 -0.1 -0.2 0.1 0.000
H -1.176979 1.110370 3.975659 0.0 0.2 -0.2 0.007
H 0.466198 2.087965 1.605989 0.2 0.3 -0.4 0.046
H 1.015622 0.890996 2.813264 -0.4 0.3 -0.3 0.003
H -0.985587 -1.644610 1.619726 0.4 -0.1 0.2 0.003
H 0.324229 -1.321386 0.497742 0.0 -0.1 0.6 0.005
H 0.628956 -1.038056 3.552763 0.2 -0.2 -0.1 0.002
H 1.019486 -2.501495 2.616511 0.0 0.1 0.2 0.000
H 1.951393 -1.035371 2.329429 0.0 0.1 0.2 0.000
```
Forces are in eV/Å.

## Properties
- relative energy (zero: lowest compared OMol25 entry of this formula, charge and spin) (kJ/mol) = 65.2
- largest force on an atom (eV/Å) = 5.2
- net charge = +3
- energy (eV) = -62723.174
- 2S+1 = 5
- lowest unoccupied orbital energy (spin up / spin down) (eV) = -13.68 / -14.66
- expectation value of S² = 6.057
- frontier orbital gap (spin up / spin down) (eV) = 5.97 / 4.80
- HOMO level (spin up / spin down) (eV) = -19.6 / -19.5


Among the records above, which one has the highest energy?
C4H8N2O2


What is the formula in the second record?
C10H28ClI2OP2Ru


What is the largest force on an atom in the second record?
5.2 eV/Å


energy of number 1 (C4H8N2O2)?
-11348.922 eV